{
  "formula": "C49H90F2N12O9RbS2",
  "method": "the ωB97M-V functional and the def2-TZVPD basis",
  "lumo_energy_ev": -7.44,
  "mol_weight_g_mol": 1178.9,
  "homo_lumo_gap_ev": 1.962,
  "e_tot_ev": -116287.702,
  "total_charge": 5,
  "largest_force_ev_per_a": 10.9,
  "elements": ["Rb", "C", "C", "C", "O", "C", "C", "C", "O", "O", "O", "H", "H", "C", "C", "N", "C", "C", "N", "C", "C", "H", "H", "H", "H", "H", "H", "H", "H", "H", "H", "H", "C", "C", "N", "C", "C", "N", "C", "C", "H", "H", "H", "H", "H", "H", "H", "H", "H", "H", "H", "C", "C", "N", "C", "C", "N", "C", "C", "H", "H", "H", "H", "H", "H", "H", "H", "H", "H", "H", "C", "C", "N", "C", "C", "N", "C", "C", "H", "H", "H", "H", "H", "H", "H", "H", "H", "H", "H", "C", "C", "O", "N", "H", "H", "C", "H", "H", "H", "H", "H", "H", "C", "C", "C", "N", "C", "C", "C", "C", "C", "H", "H", "H", "H", "H", "H", "H", "H", "H", "H", "H", "H", "H", "H", "H", "H", "H", "H", "C", "C", "C", "N", "C", "C", "C", "C", "C", "H", "H", "H", "H", "H", "H", "H", "H", "H", "H", "H", "H", "H", "H", "H", "H", "H", "H", "N", "S", "O", "O", "F", "S", "O", "O", "F"],
  "positions_angstrom": [[8.2801, -4.1420, -1.3660], [0.2472, 0.8845, 1.9628], [-0.0725, 1.4673, 0.7734], [0.6848, 0.9641, -0.4926], [0.5074, 1.5276, -1.6802], [1.5300, -0.1336, -0.5128], [1.8181, -0.8503, 0.7261], [1.1278, -0.3443, 2.0642], [1.4093, -0.8252, 3.1255], [2.5616, -1.8397, 0.8231], [-0.8837, 2.5172, 0.8546], [-0.1027, 1.3079, 2.8926], [1.9155, -0.5104, -1.4487], [-3.3937, -0.0503, 9.1155], [-4.5039, 0.7668, 8.5217], [-5.0573, 0.0968, 7.3199], [-5.7148, -1.1113, 7.4470], [-6.1739, -1.4710, 6.1483], [-5.7369, -0.4744, 5.2709], [-5.1693, 0.5771, 6.0499], [-6.0118, -0.4979, 3.8082], [-2.6629, 0.0009, 8.3084], [-3.7450, -1.0721, 9.2589], [-3.0742, 0.1200, 10.1436], [-4.1222, 1.7212, 8.1592], [-5.1922, 0.9888, 9.3373], [-5.7749, -1.5642, 8.4256], [-6.6724, -2.3636, 5.8002], [-4.8334, 1.4959, 5.5922], [-5.8747, -1.5382, 3.5131], [-5.4091, 0.1984, 3.2252], [-7.0497, -0.2370, 3.6017], [1.6906, -13.1411, -3.5525], [2.2674, -12.4405, -2.3343], [1.7129, -11.1042, -2.3424], [1.2850, -10.3618, -1.2514], [1.1931, -9.0019, -1.5918], [1.6160, -8.9452, -2.8963], [1.9916, -10.1911, -3.3297], [1.7611, -7.6249, -3.4946], [0.6026, -13.0803, -3.5800], [1.9999, -14.1863, -3.5467], [1.9731, -12.6691, -4.4935], [3.3500, -12.3886, -2.2186], [1.9146, -12.8472, -1.3866], [1.2851, -10.9440, -0.3417], [1.0629, -8.0908, -1.0266], [2.4775, -10.4684, -4.2536], [1.6059, -7.8118, -4.5572], [2.7981, -7.2923, -3.4485], [0.9858, -6.9760, -3.0874], [-0.9211, -1.5739, -10.2718], [-0.9752, -0.2231, -9.4954], [-0.0244, 0.6829, -9.9641], [-0.1281, 1.4091, -11.1447], [1.0941, 2.0040, -11.3985], [1.9764, 1.6582, -10.3557], [1.2488, 0.8203, -9.5158], [3.3310, 2.0650, -10.1693], [0.0416, -2.0709, -10.3907], [-1.3471, -1.4751, -11.2702], [-1.5372, -2.2753, -9.7091], [-0.8746, -0.2827, -8.4117], [-1.9637, 0.2045, -9.6633], [-1.1096, 1.5209, -11.5814], [1.5114, 2.7096, -12.1016], [1.5306, 0.5018, -8.5231], [3.8334, 1.8817, -11.1191], [3.9178, 1.4815, -9.4598], [3.4702, 3.1196, -9.9313], [-1.2111, -8.4699, 7.3424], [-1.5501, -9.4584, 8.5332], [-2.8663, -10.0297, 8.4492], [-3.9394, -9.5755, 9.1710], [-5.0802, -10.2654, 8.7816], [-4.7193, -11.2112, 7.8096], [-3.4264, -10.9120, 7.5286], [-5.5830, -12.1163, 7.0994], [-0.1428, -8.3486, 7.1633], [-1.5973, -7.4551, 7.4378], [-1.6211, -8.7171, 6.3632], [-1.3129, -9.0048, 9.4956], [-0.8055, -10.2535, 8.4932], [-3.7967, -8.8677, 9.9741], [-6.1081, -10.2146, 9.1090], [-2.8687, -11.4284, 6.7614], [-5.0338, -12.4639, 6.2244], [-6.5870, -11.7042, 6.9980], [-5.6954, -12.9837, 7.7498], [8.1329, 1.8178, 12.7413], [7.6365, 2.2868, 11.3144], [7.4032, 3.4320, 11.0598], [7.0401, 1.2241, 10.4320], [7.4150, 1.4688, 9.5266], [7.2753, 0.2501, 10.5589], [5.5214, 1.3832, 10.3433], [8.9583, 1.1063, 12.7197], [7.3695, 1.3258, 13.3441], [8.6706, 2.6359, 13.2205], [5.0080, 1.2623, 11.2972], [5.2314, 0.6656, 9.5758], [5.1928, 2.3972, 10.1156], [-3.8231, 7.5913, -7.0870], [-4.3535, 6.8085, -5.8408], [-5.8466, 6.9038, -5.9297], [-6.4798, 6.4616, -4.5281], [-6.3088, 4.9733, -4.3036], [-7.9676, 6.7339, -4.5097], [-8.3082, 6.6859, -2.9992], [-7.1401, 7.2087, -2.2716], [-5.9984, 7.3250, -3.3926], [-4.4345, 7.6251, -7.9888], [-2.8315, 7.2019, -7.3174], [-3.7549, 8.6549, -6.8587], [-3.9101, 7.0832, -4.8837], [-4.1747, 5.7399, -5.9600], [-6.2348, 6.3264, -6.7688], [-6.2102, 7.9288, -6.0038], [-5.2428, 4.7854, -4.1758], [-6.5799, 4.6001, -5.2912], [-6.8405, 4.5662, -3.4435], [-8.5425, 6.1802, -5.2520], [-8.0179, 7.7695, -4.8458], [-8.7532, 5.7586, -2.6382], [-9.2780, 7.1615, -2.8529], [-6.7343, 6.4687, -1.5817], [-7.3913, 8.2457, -2.0492], [-5.0111, 6.9168, -3.1765], [-5.8599, 8.3346, -3.7793], [3.3690, 8.4469, 3.7120], [3.3066, 8.9416, 2.3033], [4.0762, 7.9578, 1.4325], [4.2246, 8.3926, -0.0167], [4.8929, 9.7714, -0.1964], [2.8423, 8.3848, -0.6711], [3.0615, 8.1214, -2.1432], [4.4959, 7.5060, -2.2375], [4.9847, 7.3053, -0.8481], [2.8440, 7.4990, 3.8301], [2.9109, 9.0310, 4.5102], [4.3571, 8.4957, 4.1694], [3.6547, 9.9704, 2.2109], [2.2721, 8.8524, 1.9718], [3.5624, 6.9983, 1.4919], [5.0989, 7.8070, 1.7781], [4.1411, 10.5329, 0.0109], [5.1253, 9.9740, -1.2419], [5.8043, 9.8928, 0.3891], [2.2701, 9.3118, -0.6355], [2.2084, 7.6006, -0.2571], [3.0690, 9.0497, -2.7145], [2.2638, 7.6019, -2.6742], [5.1331, 8.2224, -2.7559], [4.3661, 6.6195, -2.8584], [6.0180, 7.4571, -0.5360], [4.5471, 6.4371, -0.3552], [7.2673, -4.6292, -6.5788], [6.7431, -3.8618, -7.7043], [5.3781, -4.1085, -8.1475], [7.6568, -3.3778, -8.7106], [6.5523, -2.5196, -6.8320], [7.6652, -5.9919, -7.5050], [8.9537, -5.8739, -8.1083], [6.6359, -6.7250, -8.2657], [7.8670, -7.1111, -6.3791]],
  "atomic_forces_ev_per_a": [[-0.05, 0.09, -0.23], [2.05, -3.44, 0.37], [-1.54, 3.23, 0.65], [-1.19, 1.83, -4.66], [-0.24, -0.47, 3.33], [0.31, -1.42, 3.39], [-0.38, 0.30, -1.06], [-1.42, 3.72, -2.27], [0.63, -1.52, 1.96], [0.08, -0.10, -0.04], [1.77, -2.22, -1.71], [-0.19, -0.03, 0.10], [0.11, 0.14, -0.02], [0.02, -1.18, -0.78], [0.25, 1.33, 0.49], [-1.45, 0.48, -0.45], [-0.48, -0.14, -2.94], [1.82, 1.35, 1.79], [0.12, 2.04, 2.53], [-0.65, -3.83, -0.92], [-0.44, -0.12, 0.35], [0.91, -0.57, 0.81], [0.04, -0.31, -0.55], [0.23, 1.16, -0.41], [-0.03, 0.04, 0.13], [-0.94, -0.13, -0.74], [-0.18, -0.19, -0.34], [0.03, 0.18, 0.06], [0.23, -0.03, 0.40], [0.27, 0.26, -0.26], [0.40, -0.26, 0.41], [-0.06, 0.00, 0.33], [0.22, -0.55, -0.07], [-0.90, -0.38, 0.33], [0.99, 4.71, -0.72], [0.23, 0.38, -0.03], [0.79, -3.16, 0.18], [0.64, -1.49, 0.63], [-1.14, 0.48, 1.34], [0.26, -0.87, -1.93], [-0.03, -0.17, 0.47], [-0.07, 0.07, -0.26], [0.50, -0.14, 0.06], [0.02, -0.03, -0.55], [-0.12, -0.46, -0.19], [-0.63, 0.60, 0.29], [-0.37, -0.31, 0.04], [-0.26, 0.38, -0.11], [-0.32, 0.58, -0.11], [-0.23, 0.30, 0.59], [0.46, 0.07, -0.10], [-0.46, -0.03, 0.67], [-1.49, -1.90, 0.24], [3.90, 2.44, -1.56], [0.92, 0.60, 0.24], [0.37, -0.27, 1.30], [-4.19, -2.44, 1.50], [-0.06, 1.55, -0.91], [1.86, 0.28, -0.85], [0.28, 0.50, 0.30], [-0.05, 0.16, 0.07], [-0.15, -0.04, -0.15], [0.16, -0.46, -0.06], [0.00, 0.08, -0.01], [0.33, -0.08, -0.40], [-0.64, -0.18, -0.38], [0.42, -0.28, -0.26], [0.11, 0.16, -0.06], [-0.68, -0.22, 0.22], [-0.49, -0.02, 0.06], [-0.39, 0.30, 0.09], [2.31, 0.59, -1.98], [-3.40, -1.12, -1.56], [-1.39, -0.82, 0.28], [0.76, -0.30, 0.33], [2.47, 4.07, 0.77], [1.05, -0.79, 1.12], [0.07, -1.19, 0.66], [0.06, -0.29, 0.44], [-0.10, 0.01, 0.74], [-0.13, -0.87, 0.14], [-0.88, 0.13, 0.03], [-0.24, -0.30, -0.19], [-0.19, 0.01, -0.16], [0.22, 0.10, 0.21], [0.10, 0.07, 0.11], [-0.65, 0.27, -0.28], [0.35, 0.18, -0.62], [-0.07, -0.17, -0.06], [1.25, -0.04, -1.58], [-0.34, 1.32, 4.29], [0.58, -1.86, -0.77], [-1.03, 1.16, -0.83], [0.02, 0.05, -0.81], [0.33, -0.32, 0.78], [-0.42, 0.02, -0.07], [-0.11, -0.52, -0.66], [-0.33, 0.46, -0.15], [-0.91, 0.42, 0.08], [0.58, -0.88, 0.16], [-0.40, 0.17, 0.27], [0.85, 0.03, -0.68], [0.70, 0.17, 0.99], [-0.36, -0.46, -1.88], [-0.72, 0.48, 2.61], [-1.20, -0.41, -1.26], [1.26, 0.86, -0.90], [0.30, 0.88, 0.48], [-3.03, -1.34, -1.65], [2.22, 0.56, -1.68], [-0.21, -0.81, -0.03], [-0.26, -0.84, 0.13], [-0.05, 0.29, -0.26], [0.32, 0.01, 0.31], [-0.06, 0.47, -0.33], [0.60, -0.04, -0.08], [-0.25, -0.21, 0.39], [0.09, 0.06, -0.17], [-0.04, -0.06, 0.12], [-0.34, -0.74, 0.48], [-0.27, 0.33, -0.35], [0.21, -0.53, 0.38], [-0.24, 0.17, 0.10], [1.15, -0.96, -0.26], [0.36, 1.35, -0.06], [-0.42, 0.89, 0.84], [0.59, -0.32, 1.33], [-0.19, 0.24, 0.74], [-0.20, -0.02, 0.04], [-0.08, 0.15, 1.96], [-0.27, -0.16, -0.48], [0.91, 0.74, -0.07], [-0.92, 0.57, -0.71], [-0.96, -0.22, -0.22], [-0.72, 0.09, -0.80], [1.03, 0.66, -0.71], [-0.70, 0.32, -1.46], [-1.31, 0.51, 2.29], [0.61, -0.37, -0.10], [-0.83, 0.74, -0.68], [0.50, -0.89, -0.60], [0.00, -0.07, -0.05], [-0.15, 0.53, -0.03], [0.08, -0.05, -0.48], [0.04, 0.06, 0.19], [0.21, -0.09, 0.58], [0.11, -0.67, -0.08], [-0.28, -0.30, 0.18], [0.49, 0.19, 0.92], [0.44, -0.08, 0.43], [0.18, 0.31, 0.25], [0.13, -0.69, 0.63], [0.07, -0.26, -0.17], [0.78, -0.22, 0.36], [0.10, -0.35, -0.67], [0.53, -0.55, -0.45], [2.48, -6.69, 2.33], [-4.66, 8.27, -5.39], [1.30, -0.26, 0.54], [-0.32, -1.05, 0.41], [-0.24, 0.47, 0.42], [0.29, -4.51, -0.96], [-0.46, 0.36, 0.60], [1.21, 2.58, 1.32], [0.25, 0.90, 1.08]]
}